Version 1
# C5H8ClNSi

C5H8ClNSi in the gas phase (ωB97M-V/def2-TZVPD, the Open Molecules 2025 dataset).

Each line ends with the Mulliken charge.
Geometry (Å):
Cl (-3.959, -0.346, -0.441)  -0.220
Si (-2.531, 0.593, 0.608)  0.622
C (-0.873, 0.835, -0.876)  -1.072
C (0.316, 0.079, -0.338)  0.497
C (0.558, -1.258, -0.221)  -0.549
C (1.858, -1.466, 0.255)  -0.517
C (2.426, -0.202, 0.464)  -0.468
N (1.513, 0.691, 0.043)  -0.046
H (-2.937, 1.870, 0.956)  -0.136
H (-1.829, -0.331, 1.621)  -0.061
H (-0.623, 1.952, -0.866)  0.303
H (-1.391, 0.262, -1.648)  0.317
H (0.041, -1.989, -0.759)  0.413
H (2.355, -2.380, 0.194)  0.407
H (3.356, 0.051, 0.965)  0.378
H (1.721, 1.640, 0.042)  0.131

Values from the calculation:
Kohn-Sham gap in eV: 8.32
SMILES: Cl[SiH2]Cc1ccc[nH]1
E_LUMO in eV: 0.88
Molar mass in g mol⁻¹: 145.66
HOMO level in Eh: -0.2735

---

Version 2
# C5H8ClNSi

2 unconnected molecules or ions with the total composition C5H8ClNSi (ωB97M-V/def2-TZVPD, the Open Molecules 2025 dataset).

Each line ends with the Mulliken charge.
Geometry (Å):
C (-2.295, -1.334, 0.470)  -0.427
C (-1.562, -0.334, 1.108)  -0.519
C (-1.526, -1.799, -0.570)  -0.612
C (-0.334, -0.170, 0.490)  0.715
C (0.843, 0.502, 0.768)  -0.879
N (-0.329, -1.065, -0.593)  -0.098
Si (2.423, 0.574, -0.289)  0.302
Cl (3.411, -1.163, 0.255)  -0.307
H (-3.244, -1.531, 0.824)  0.454
H (-1.909, 0.304, 1.916)  0.394
H (-1.739, -2.492, -1.340)  0.431
H (0.989, 2.348, -0.133)  0.012
H (0.867, 0.990, 1.730)  0.401
H (0.500, -1.544, -0.888)  0.267
H (3.481, 1.599, 0.382)  -0.086
H (2.116, 0.671, -1.801)  -0.048

Values from the calculation:
Kohn-Sham gap (spin up / spin down) in eV: 7.20 / 7.26
E_LUMO (spin up / spin down) in eV: -0.86 / -0.86
Molar mass in g mol⁻¹: 145.66
HOMO level (spin up / spin down) in Eh: -0.2962 / -0.2984

---

Quick ranking, most stable first: version 1, version 2.

---

Version 1
# C21H64N12O11

11 unconnected molecules or ions with the total composition C21H64N12O11 (ωB97M-V/def2-TZVPD, the Open Molecules 2025 dataset).

Each line ends with the Mulliken charge.
Geometry (Å):
N (-2.961, 15.073, 19.889)  -0.168
C (-3.557, 15.697, 18.885)  0.351
N (-4.869, 15.591, 18.946)  -0.430
O (-2.872, 16.207, 17.761)  -0.734
H (-1.937, 15.089, 19.729)  0.226
H (-3.413, 14.518, 20.614)  0.180
H (-5.369, 15.968, 18.132)  0.270
H (-5.340, 15.790, 19.873)  0.335
N (-0.337, 15.164, 18.584)  -0.306
C (0.152, 14.016, 18.863)  0.457
N (-0.665, 13.055, 18.710)  0.574
O (1.519, 13.777, 19.357)  -0.787
H (0.282, 15.914, 18.736)  0.193
H (-1.161, 15.310, 18.015)  0.194
H (-0.378, 12.123, 19.104)  -0.193
H (-1.660, 13.223, 18.492)  -0.252
N (-1.524, 10.235, 18.936)  0.802
C (-0.496, 9.932, 19.640)  0.267
N (0.464, 10.723, 19.311)  -0.316
O (-0.450, 9.168, 20.770)  -0.731
H (-2.348, 9.694, 19.195)  -0.012
H (-1.712, 10.967, 18.263)  -0.359
H (1.183, 10.734, 20.010)  0.236
H (0.794, 10.933, 18.366)  0.332
N (-5.421, 12.944, 18.621)  3.439
C (-4.589, 12.138, 18.100)  -0.120
N (-5.118, 10.968, 17.870)  1.023
O (-3.265, 12.405, 17.946)  -0.311
H (-5.078, 13.880, 18.816)  -1.481
H (-6.325, 12.667, 18.927)  -1.613
H (-4.537, 10.164, 17.572)  -1.063
H (-6.041, 10.860, 17.522)  -0.935
N (-5.145, 7.291, 20.411)  -0.266
C (-4.907, 8.474, 19.973)  0.373
N (-5.935, 9.286, 19.891)  0.367
O (-3.663, 8.787, 19.553)  -0.654
H (-4.360, 6.688, 20.358)  0.328
H (-5.918, 6.942, 20.930)  0.193
H (-5.617, 10.124, 19.361)  -0.404
H (-6.958, 9.061, 20.206)  0.269
N (-8.252, 9.742, 17.482)  -0.262
C (-7.503, 9.078, 16.676)  0.339
N (-6.620, 8.356, 17.336)  -0.250
O (-7.494, 9.135, 15.277)  -0.712
H (-8.993, 10.199, 16.981)  0.254
H (-8.254, 9.640, 18.536)  0.187
H (-6.102, 7.718, 16.766)  0.248
H (-6.415, 8.488, 18.316)  0.158
C (-6.319, 14.991, 13.974)  -1.167
C (-4.887, 15.346, 14.305)  -0.150
C (-4.406, 14.444, 15.451)  -0.225
O (-4.009, 15.261, 13.452)  -0.459
H (-6.921, 15.313, 14.818)  0.128
H (-6.535, 13.929, 13.667)  0.200
H (-6.625, 15.641, 13.233)  0.628
H (-4.817, 16.362, 14.705)  0.345
H (-3.400, 14.592, 15.774)  0.556
H (-4.502, 13.391, 15.132)  0.175
H (-4.942, 14.671, 16.380)  -0.693
H (-4.300, 15.793, 12.723)  0.422
C (-7.891, 11.397, 21.518)  -1.385
C (-6.576, 12.181, 21.842)  2.170
C (-6.547, 13.632, 21.492)  -0.295
O (-6.271, 12.097, 23.053)  -0.665
H (-8.684, 12.057, 21.867)  0.445
H (-7.853, 10.432, 22.016)  0.397
H (-7.983, 11.279, 20.409)  -0.115
H (-5.800, 11.699, 21.287)  -0.874
H (-7.089, 13.784, 20.565)  0.189
H (-5.563, 14.022, 21.322)  -0.430
H (-7.043, 14.234, 22.272)  0.455
H (-5.387, 12.522, 23.249)  0.394
C (-1.154, 12.705, 21.750)  -1.615
C (-2.646, 12.513, 21.656)  2.901
C (-3.084, 11.152, 22.095)  -0.978
O (-3.346, 13.336, 22.275)  -0.641
H (-0.741, 12.675, 22.815)  0.412
H (-0.848, 13.664, 21.371)  0.388
H (-0.559, 11.979, 21.200)  0.155
H (-2.805, 12.624, 20.545)  -1.510
H (-4.051, 10.857, 21.719)  -0.056
H (-3.171, 11.042, 23.177)  0.410
H (-2.412, 10.331, 21.737)  0.175
H (-3.065, 13.395, 23.191)  0.539
C (-7.780, 12.844, 16.188)  2.038
C (-8.899, 13.627, 16.800)  0.061
C (-8.569, 13.933, 18.291)  -0.347
O (-9.134, 14.655, 16.077)  -0.495
H (-7.479, 11.975, 16.848)  -1.530
H (-6.815, 13.368, 16.022)  -1.167
H (-8.196, 12.546, 15.220)  0.623
H (-9.795, 13.029, 16.725)  0.477
H (-7.666, 14.565, 18.388)  -0.013
H (-8.347, 13.012, 18.819)  -0.299
H (-9.393, 14.415, 18.809)  0.336
H (-10.002, 14.614, 15.681)  0.404
C (-2.726, 10.546, 15.633)  -0.941
C (-3.092, 9.126, 16.094)  4.091
C (-4.244, 8.627, 15.255)  -2.044
O (-2.211, 8.261, 15.974)  -0.689
H (-3.499, 11.302, 15.742)  -0.276
H (-2.311, 10.625, 14.628)  0.529
H (-1.978, 10.887, 16.347)  0.162
H (-3.388, 9.162, 17.143)  -2.060
H (-5.002, 9.394, 15.256)  0.346
H (-4.776, 7.763, 15.642)  0.330
H (-3.892, 8.655, 14.238)  0.466
H (-1.744, 8.356, 16.807)  0.533

Values from the calculation:
Kohn-Sham gap in eV: 7.67
SMILES: NC(N)=O.NC(N)=O.NC(N)=O.NC(N)=O.NC(N)=O.NC(N)=O.CC(C)O.CC(C)O.CC(C)O.CC(C)O.CC(C)O
E_LUMO in eV: -0.57
Molar mass in g mol⁻¹: 660.82
HOMO level in Eh: -0.3029

---

Version 2
# C21H64N12O11

11 unconnected molecules or ions with the total composition C21H64N12O11 (ωB97M-V/def2-TZVPD, the Open Molecules 2025 dataset).

Each line ends with the Mulliken charge.
Geometry (Å):
N (-3.534, -0.459, 0.001)  0.042
C (-4.748, -0.727, 0.478)  0.502
N (-5.694, -0.806, -0.410)  -0.387
O (-4.888, -0.873, 1.661)  -0.739
H (-3.396, -0.393, -0.997)  0.146
H (-2.851, -0.556, 0.739)  -0.116
H (-6.637, -0.969, -0.087)  0.263
H (-5.552, -0.536, -1.372)  0.161
N (-0.895, 2.305, -3.547)  -0.183
C (-1.834, 1.395, -3.464)  0.566
N (-1.362, 0.336, -2.937)  0.164
O (-2.956, 1.434, -3.976)  -0.796
H (0.039, 2.040, -3.269)  0.275
H (-1.211, 3.111, -4.067)  0.250
H (-1.916, -0.508, -2.887)  0.097
H (-0.454, 0.313, -2.495)  -0.108
N (-4.198, -3.800, -3.184)  -0.436
C (-3.100, -3.193, -2.832)  0.511
N (-2.201, -4.124, -2.699)  -0.339
O (-2.906, -2.037, -2.561)  -0.678
H (-4.148, -4.805, -3.279)  0.127
H (-4.969, -3.192, -3.419)  0.259
H (-1.326, -3.702, -2.425)  0.140
H (-2.398, -5.092, -2.912)  0.184
N (0.511, -2.777, -4.548)  -0.438
C (0.752, -2.372, -3.305)  0.591
N (1.315, -1.190, -3.232)  0.145
O (0.449, -3.031, -2.328)  -0.755
H (0.259, -3.753, -4.605)  0.311
H (0.886, -2.212, -5.297)  0.140
H (1.543, -0.639, -4.046)  0.134
H (1.532, -0.962, -2.272)  -0.454
N (-3.114, -1.272, 3.961)  -0.306
C (-2.216, -1.920, 3.300)  0.276
N (-1.749, -2.883, 3.981)  -0.368
O (-1.787, -1.609, 2.206)  -0.444
H (-3.845, -0.839, 3.415)  0.239
H (-3.389, -1.593, 4.878)  0.176
H (-1.203, -3.566, 3.476)  0.204
H (-2.247, -3.108, 4.831)  0.157
N (-0.224, -1.189, -0.287)  1.393
C (0.303, -0.026, -0.011)  -0.290
N (0.054, 0.308, 1.251)  0.124
O (1.059, 0.636, -0.716)  0.165
H (-0.963, -1.536, 0.306)  0.086
H (-0.047, -1.667, -1.160)  -0.335
H (0.423, 1.164, 1.640)  0.325
H (-0.676, -0.168, 1.762)  -0.370
C (1.009, 5.180, 2.495)  -1.604
C (1.150, 3.755, 1.873)  0.843
C (2.608, 3.441, 1.542)  -1.295
O (0.708, 2.839, 2.797)  -0.570
H (-0.001, 5.588, 2.536)  0.362
H (1.525, 5.955, 1.928)  0.438
H (1.426, 5.115, 3.500)  0.339
H (0.615, 3.659, 0.928)  -0.009
H (2.915, 4.213, 0.837)  0.374
H (2.629, 2.447, 1.096)  0.254
H (3.290, 3.375, 2.390)  0.438
H (1.367, 2.743, 3.489)  0.319
C (3.848, 3.363, -2.251)  -1.329
C (2.358, 3.356, -2.696)  1.183
C (2.201, 4.154, -3.974)  -1.566
O (1.923, 2.079, -2.948)  -0.733
H (3.997, 2.777, -1.344)  0.155
H (4.250, 4.361, -2.076)  0.415
H (4.477, 2.921, -3.024)  0.364
H (1.695, 3.758, -1.929)  -0.046
H (1.270, 3.990, -4.517)  0.354
H (3.017, 3.987, -4.676)  0.334
H (2.275, 5.193, -3.654)  0.404
H (2.103, 1.505, -2.199)  0.032
C (-4.144, 2.188, 3.706)  -1.337
C (-2.782, 2.534, 3.082)  1.274
C (-2.863, 3.030, 1.674)  -0.666
O (-2.161, 3.562, 3.877)  -0.693
H (-3.976, 1.831, 4.723)  0.335
H (-4.540, 1.369, 3.106)  0.158
H (-4.914, 2.958, 3.689)  0.385
H (-2.159, 1.640, 3.091)  -0.154
H (-3.536, 3.878, 1.551)  0.380
H (-3.184, 2.181, 1.071)  0.054
H (-1.927, 3.380, 1.241)  0.005
H (-1.221, 3.503, 3.694)  0.323
C (4.223, -1.432, -1.000)  -1.478
C (4.484, -0.133, -0.230)  2.098
C (4.610, -0.311, 1.272)  -1.716
O (5.746, 0.394, -0.622)  -0.588
H (3.657, -2.110, -0.360)  0.047
H (5.105, -1.977, -1.336)  0.573
H (3.641, -1.326, -1.915)  0.534
H (3.657, 0.572, -0.153)  -0.898
H (5.397, -1.044, 1.451)  0.430
H (3.751, -0.721, 1.804)  0.219
H (5.015, 0.554, 1.796)  0.368
H (6.079, -0.170, -1.324)  0.385
C (0.836, -4.600, 0.771)  -1.302
C (1.289, -4.840, 2.171)  0.486
C (2.065, -3.611, 2.695)  -1.217
O (0.106, -5.122, 2.886)  -0.617
H (0.330, -5.449, 0.313)  0.483
H (1.714, -4.493, 0.133)  0.330
H (0.198, -3.716, 0.764)  0.222
H (1.915, -5.730, 2.221)  0.256
H (2.959, -3.430, 2.097)  0.404
H (2.368, -3.724, 3.736)  0.414
H (1.564, -2.649, 2.587)  0.112
H (-0.451, -5.695, 2.356)  0.324

Values from the calculation:
Kohn-Sham gap in eV: 8.99
SMILES: NC(N)=O.NC(N)=O.NC(N)=O.NC(N)=O.NC(N)=O.NC(N)=O.CC(C)O.CC(C)O.CC(C)O.CC(C)O.CC(C)O
E_LUMO in eV: 0.34
Molar mass in g mol⁻¹: 660.82
HOMO level in Eh: -0.3177

---

Quick ranking, most stable first: version 2, version 1.

---

Version 1
# CH7NO

2 unconnected molecules or ions with the total composition CH7NO (ωB97M-V/def2-TZVPD, the Open Molecules 2025 dataset).

Each line ends with the Mulliken charge.
Geometry (Å):
C (1.111, 0.569, -0.496)  -0.766
N (0.633, -0.276, 0.524)  -0.563
H (2.174, 0.621, -0.646)  0.351
H (1.084, 1.656, -0.206)  0.244
H (0.528, 0.491, -1.398)  0.259
H (-0.341, -0.568, 0.525)  0.317
H (1.223, -1.111, 0.572)  0.212
O (-2.025, -0.629, 0.185)  -0.705
H (-2.702, -1.006, 0.758)  0.318
H (-1.685, 0.253, 0.182)  0.333

Values from the calculation:
Kohn-Sham gap in eV: 9.46
SMILES: CN.O
E_LUMO in eV: 0.89
Molar mass in g mol⁻¹: 49.07
HOMO level in Eh: -0.3151

---

Version 2
# CH7NO

2 unconnected molecules or ions with the total composition CH7NO (ωB97M-V/def2-TZVPD, the Open Molecules 2025 dataset).

Each line ends with the Mulliken charge.
Geometry (Å):
C (0.133, 0.486, -1.319)  -0.903
N (-0.955, 0.153, -0.374)  -0.637
H (1.069, -0.152, -1.210)  0.273
H (-0.047, 0.687, -2.302)  0.377
H (0.665, 1.150, -0.736)  0.355
H (-1.440, 1.021, -0.110)  0.230
H (-1.757, -0.315, -0.707)  0.212
O (0.869, -0.643, 1.528)  -0.615
H (0.060, -0.316, 1.117)  0.366
H (0.385, -0.921, 2.251)  0.340

Values from the calculation:
Kohn-Sham gap in eV: 11.10
SMILES: CN.O
E_LUMO in eV: 1.00
Molar mass in g mol⁻¹: 49.07
HOMO level in Eh: -0.3712

---

Quick ranking, most stable first: version 1, version 2.